Here is 2 unconnected molecules or ions with the total composition C4H5NO from the Open Molecules 2025 dataset. Energies are from the ωB97M-V functional and the def2-TZVPD basis.

```
! wB97M-V def2-TZVPD RIJCOSX def2/J DEFGRID3
* xyz 0 1
C 1.78 0.82 0.22
C 1.52 0.17 1.35
C 0.68 -0.78 1.71
O 0.05 -1.59 2.27
H 1.24 0.61 -0.71
H 2.55 1.60 0.18
C -1.61 0.27 -1.10
N -0.93 -0.71 -0.69
H -2.26 0.25 -1.98
H -1.56 1.22 -0.55
H -1.06 -1.54 -1.27
*
```

The value obtained for the orbital gap is 8.55 eV. The electronic energy is -285.29154 a.u. As for the structure (SMILES): C=C=C=O.C=N. Its energy relative to the best compared isomer or geometry (same formula, charge and spin) is 77.2 kcal per mole. The calculation puts the HOMO energy at -0.3171 hartree.